Molecular formula: C30H44BrN3OsP2
Method: DFT, wB97M-V/def2-TZVPD

```
81
Properties=species:S:1:pos:R:3:forces:R:3:mulliken_spin:R:1
C 0.1586 5.4591 -3.1390 0.81 -2.61 0.53 0.2946
C 0.0322 4.1658 -3.7635 -0.16 0.69 -0.40 -0.0556
C -0.4518 4.0867 -5.0923 1.06 -1.73 2.09 0.2610
C -0.8152 5.2587 -5.7295 -0.40 2.08 -0.25 0.3001
N -0.6943 6.4318 -5.1249 -0.23 1.51 -0.12 -0.0505
C -0.2328 6.5735 -3.8863 -0.76 0.90 -1.91 0.3014
C 0.3452 2.9545 -3.1128 -0.02 -0.58 0.22 0.8465
C 0.5180 2.2329 -2.0640 0.73 2.80 -0.34 -0.0432
C 0.7139 2.3355 -0.5942 -0.30 4.35 -0.57 0.1608
C 1.6866 3.0225 0.1684 0.97 -0.36 1.74 -0.0404
C 1.5680 2.9366 1.5536 1.38 0.82 -0.85 0.0438
C 0.6956 2.0100 2.1972 -2.44 -2.21 -2.34 -0.0265
C -0.2613 1.3899 1.3607 1.02 0.71 2.63 0.0389
C -0.4548 1.8423 0.0185 -2.32 0.40 0.49 0.0009
Os 0.4987 0.5332 -1.2149 0.62 -8.22 1.51 0.8542
P 1.7828 -0.8761 0.3891 2.50 0.03 -0.49 -0.0121
H -0.5005 3.1318 -5.6123 0.01 0.15 0.18 -0.0058
H 0.5949 5.6013 -2.1381 -0.32 -0.30 -0.49 0.0200
H -1.2178 5.2318 -6.7388 0.07 0.25 -0.01 0.0012
H -0.1683 7.5777 -3.4471 -0.16 -0.26 -0.38 0.0086
H -1.4996 2.1638 -0.2521 1.01 -0.44 -0.13 0.0119
H 2.5424 3.4309 -0.3969 -0.50 0.35 0.86 0.0022
H -0.9288 0.5665 1.6219 0.34 0.64 0.67 0.0070
H 2.2297 3.5073 2.1850 0.33 0.06 -0.01 -0.0005
C 1.6655 -2.3782 1.4896 -1.20 0.02 0.29 0.0104
C 2.6431 -3.5308 1.2614 0.32 -0.21 -0.05 0.0034
H 0.6308 -2.7521 1.4472 0.48 0.01 0.14 0.0001
H 1.7956 -1.9876 2.5122 0.04 0.06 -0.33 0.0002
H 2.4683 -4.3015 2.0240 0.04 0.26 -0.10 -0.0002
H 2.5159 -4.0269 0.2967 0.04 0.08 0.04 -0.0004
H 3.6873 -3.2205 1.3354 -0.22 -0.06 0.00 0.0001
C 2.5223 -1.3251 -1.2996 -0.72 -0.29 0.88 0.0168
C 3.4626 -0.2458 -1.7978 0.04 0.04 -0.24 0.0326
H 1.6281 -1.3117 -1.9890 0.64 -0.48 0.03 0.0051
H 2.9152 -2.3524 -1.2727 -0.04 0.34 -0.30 -0.0017
H 3.7389 -0.4813 -2.8375 0.06 0.23 0.38 0.0008
H 2.8779 0.7059 -1.8125 0.83 -0.18 -0.01 0.0138
H 4.3613 -0.1679 -1.1704 -0.33 0.24 -0.38 0.0009
C 3.1332 -0.0412 1.3449 -0.38 0.83 -0.16 -0.0056
C 4.4871 -0.7365 1.4950 0.30 -0.32 0.12 -0.0008
H 2.6817 0.1372 2.3327 0.20 -0.03 -0.27 -0.0003
H 3.2905 0.9538 0.9170 -0.13 -0.17 -0.05 0.0010
H 5.2565 0.0067 1.7433 -0.29 -0.10 -0.05 -0.0003
H 4.5021 -1.4692 2.3071 -0.08 0.09 -0.17 0.0000
H 4.8169 -1.2321 0.5801 0.00 -0.02 0.09 -0.0003
Br 0.9206 1.2970 3.9636 -0.04 0.71 -0.63 -0.0010
P -0.9296 -1.9505 -0.8987 1.63 -0.89 2.27 -0.0221
C 0.1476 -3.4488 -1.2136 0.58 0.27 -0.81 -0.0129
C -0.3991 -4.8894 -1.2611 -0.55 0.10 -0.11 -0.0036
H 0.8880 -3.3922 -0.3973 -0.55 0.15 -0.44 0.0057
H 0.7213 -3.2445 -2.1340 -0.32 -0.09 0.23 0.0020
H 0.4586 -5.5735 -1.3903 -0.32 0.38 0.08 -0.0006
H -0.9250 -5.1812 -0.3397 0.16 0.14 -0.30 0.0002
H -1.0684 -5.0305 -2.1194 0.14 -0.04 0.29 0.0005
C -1.8565 -2.2859 0.6708 0.13 0.68 0.48 0.0018
C -3.2560 -2.9128 0.7912 -0.10 -0.11 -0.61 -0.0059
H -1.8803 -1.3093 1.1793 -0.02 -0.25 -0.18 0.0014
H -1.1686 -2.9233 1.2540 -0.09 0.20 -0.52 -0.0045
H -3.4977 -2.9804 1.8630 0.12 0.01 -0.35 -0.0006
H -4.0165 -2.2870 0.3157 0.06 -0.18 0.05 0.0002
H -3.3006 -3.9274 0.3689 -0.02 0.38 0.12 0.0002
C -1.2965 -0.6369 -1.9898 -1.77 -0.08 -1.02 0.0380
C -2.2906 -0.8963 -3.1346 0.03 0.61 -0.71 0.0124
H -0.2874 -0.3223 -2.5201 -0.59 -0.33 -1.37 -0.0196
H -1.5936 0.2724 -1.3973 -0.67 -0.89 -0.05 0.0070
H -2.6933 0.0709 -3.4655 -0.08 -0.33 0.06 -0.0005
H -1.7705 -1.3186 -4.0088 -0.38 -0.19 0.39 0.0012
H -3.1186 -1.5388 -2.7853 0.45 0.33 -0.32 -0.0003
N -1.6245 -1.6562 3.8833 -0.94 2.07 0.15 0.3245
C -2.4903 -0.5821 3.8742 0.43 -1.43 -0.41 0.1209
C -3.2586 -0.2620 5.0366 0.03 -0.10 0.20 0.1857
C -3.9423 0.9423 5.0456 -0.22 -0.16 -0.29 -0.0445
C -3.9714 1.7439 3.8813 0.15 0.12 1.16 0.2360
C -3.2654 1.2910 2.7600 0.88 -2.02 -1.34 0.1466
N -2.6208 0.1002 2.7189 -0.29 2.02 0.16 0.0627
H -0.8793 -1.6704 3.1797 -0.53 -0.15 0.40 -0.0335
H -1.4557 -2.1176 4.7742 0.05 -0.07 -0.23 -0.0147
H -3.2477 -1.0125 5.8373 -0.17 0.73 0.04 -0.0003
H -4.4948 1.2430 5.9210 -0.09 0.03 0.13 0.0033
H -4.4940 2.7083 3.8316 0.14 -0.54 0.19 0.0007
H -3.2648 1.8704 1.8103 -0.08 -0.49 0.82 0.0198
```
Positions in Å, forces in eV/Å.

Computed properties:
Relative energy (zero: lowest compared OMol25 entry of this formula, charge and spin): 128.62 kcal/mol
Spin multiplicity: 5
LUMO (alpha / beta): -12.32 / -14.58 eV
Strongest force on any atom: 8.4 eV/A
Net charge: +4
E_HOMO (alpha / beta): -17.9800 / -18.3918 eV
HOMO-LUMO gap (alpha / beta): 5.66 / 3.82 eV



Molecular formula: C29H36N3O8Re
Method: DFT, wB97M-V/def2-TZVPD

```
77
Properties=species:S:1:pos:R:3:forces:R:3:mulliken_spin:R:1
Re -1.0006 -0.6571 0.4352 -0.56 0.70 -0.49 0.7824
C -3.1628 -0.6730 0.9063 -0.09 -0.04 0.32 -0.0175
C -3.4174 0.0830 -0.3207 0.08 -0.22 0.04 0.1260
C -2.8724 1.3454 -0.1854 0.07 0.04 -0.04 0.0141
C -2.2139 1.4020 1.0847 0.23 -0.17 -0.07 0.0002
C -2.4949 0.2133 1.8196 -0.05 -0.05 0.13 -0.0297
C -2.4155 0.0889 3.3114 0.01 0.01 -0.01 -0.0054
C -1.4867 2.6044 1.5688 -0.02 0.01 -0.03 -0.0081
C -2.8592 2.4698 -1.1620 0.00 -0.02 0.00 0.0150
C -4.2091 -0.4367 -1.4748 -0.02 0.02 0.00 -0.0096
C -3.9956 -1.8566 1.3041 0.01 -0.01 -0.01 0.0090
H -2.6081 -0.9309 3.6460 -0.01 0.00 0.01 0.0020
H -3.1720 0.7219 3.7784 -0.01 -0.01 0.00 -0.0009
H -1.4464 0.4122 3.6991 0.01 0.00 -0.02 -0.0015
H -0.6804 2.8616 0.8798 -0.06 0.01 -0.01 -0.0003
H -1.0689 2.4678 2.5625 0.01 -0.01 -0.01 0.0013
H -2.1702 3.4566 1.5906 -0.01 -0.01 0.03 -0.0044
H -1.8355 2.7180 -1.4419 0.00 0.01 0.01 0.0066
H -3.3068 3.3615 -0.7183 -0.01 -0.01 0.01 0.0060
H -3.4118 2.2327 -2.0681 0.01 -0.01 -0.01 -0.0015
H -3.7690 -1.3218 -1.9404 -0.01 0.00 0.00 -0.0005
H -4.3146 0.3144 -2.2535 0.01 0.00 0.00 -0.0019
H -5.2100 -0.7283 -1.1493 0.00 0.01 0.01 -0.0003
H -3.5492 -2.4274 2.1150 -0.01 0.02 0.00 0.0003
H -4.1774 -2.5404 0.4706 0.01 0.00 0.01 -0.0004
H -4.9801 -1.5221 1.6400 0.00 0.00 0.00 -0.0008
N -1.5855 -2.2600 -0.9360 0.05 -0.01 -0.04 0.0345
C -0.6862 -3.4308 -1.2010 0.00 0.00 -0.01 -0.0103
C -0.1080 -4.0253 0.0689 0.02 -0.01 0.00 0.0163
C -1.1662 -4.2542 1.1586 -0.03 -0.01 -0.01 -0.0029
C -0.9798 -3.3836 2.3925 0.04 -0.06 0.02 0.0022
N -0.5528 -1.9912 2.0945 0.39 0.10 -0.04 0.0387
H -2.4927 -2.6214 -0.6602 0.00 0.00 0.00 0.0010
H -1.7363 -1.7973 -1.8316 0.00 0.01 0.01 0.0042
H 0.1126 -3.0902 -1.8527 0.00 0.00 -0.01 -0.0019
H -1.2760 -4.1759 -1.7396 0.00 0.00 0.00 0.0002
H 0.6999 -3.3822 0.4250 0.00 0.00 -0.01 -0.0058
H 0.3652 -4.9683 -0.2058 0.00 0.00 0.00 0.0013
H -1.1510 -5.2922 1.4911 -0.01 0.00 0.00 -0.0001
H -2.1714 -4.1015 0.7550 0.01 0.01 0.00 0.0005
H -0.2193 -3.8237 3.0413 0.00 0.00 -0.01 -0.0019
H -1.9030 -3.3513 2.9712 0.02 0.02 0.00 -0.0013
H 0.4799 -1.9743 1.9876 -0.09 -0.02 0.00 -0.0071
H -0.6876 -1.4479 2.9428 -0.02 0.01 0.00 0.0110
O 0.7159 -1.0043 -0.8184 0.00 -0.03 0.05 -0.0171
C 0.4337 -0.0400 -1.6115 0.11 -0.06 0.06 0.0285
O -0.6554 0.5597 -1.3644 0.16 -0.04 -0.08 0.0274
C 1.3176 0.3221 -2.7171 0.00 0.01 0.01 -0.0038
C 0.9345 1.3299 -3.5938 0.00 0.00 -0.02 -0.0013
C 1.7517 1.7075 -4.6581 -0.01 0.00 0.01 0.0000
C 2.9456 1.0383 -4.7829 0.00 0.00 0.00 -0.0002
O 3.9023 1.2194 -5.7206 0.00 -0.01 -0.01 -0.0001
C 4.9670 0.3141 -5.4012 0.00 0.00 0.01 0.0000
O 4.5522 -0.4510 -4.2677 0.00 0.00 -0.01 0.0000
C 3.3323 0.0320 -3.9032 0.00 0.01 0.01 0.0007
C 2.5452 -0.3543 -2.8575 0.00 -0.01 0.01 -0.0021
H -0.0147 1.8244 -3.4399 0.00 0.00 0.00 0.0002
H 1.4703 2.4881 -5.3496 0.00 0.00 0.00 -0.0002
H 5.8608 0.8858 -5.1500 0.00 0.00 0.00 0.0000
H 5.1388 -0.3502 -6.2471 0.00 0.00 0.00 0.0000
H 2.8427 -1.1266 -2.1627 0.00 0.00 0.00 -0.0003
O 2.0728 -1.0658 1.6926 -0.33 0.03 0.01 -0.0002
C 1.6765 0.0956 1.6572 0.05 -0.16 0.21 0.0004
O 0.4593 0.4744 1.3715 -0.06 -0.12 0.00 0.0108
C 2.6051 1.2181 1.9996 0.03 0.04 -0.07 0.0019
C 3.9189 0.9304 2.3582 0.00 0.01 0.00 -0.0009
C 4.7997 1.9553 2.6687 0.00 0.00 0.01 0.0003
C 4.3786 3.2767 2.6260 0.01 0.00 0.00 -0.0001
C 3.0686 3.5351 2.2670 0.01 0.00 0.02 0.0002
C 2.1741 2.5343 1.9520 0.00 0.02 -0.02 0.0002
N 2.5976 4.9338 2.2112 0.04 -0.03 -0.02 0.0000
O 3.3987 5.8048 2.4655 0.00 0.02 0.01 0.0000
O 1.4347 5.1200 1.9092 -0.04 0.01 0.00 0.0000
H 4.2357 -0.1031 2.3873 0.00 0.00 0.00 -0.0001
H 5.8195 1.7276 2.9459 0.00 0.00 0.00 0.0000
H 5.0411 4.0960 2.8627 0.00 0.00 0.00 -0.0001
H 1.1648 2.7841 1.6717 0.07 -0.02 0.02 -0.0029
```
Positions in Å, forces in eV/Å.

Computed properties:
Relative energy (zero: lowest compared OMol25 entry of this formula, charge and spin): 12.85 kcal/mol
Spin multiplicity: 2
LUMO (alpha / beta): -2.90 / -3.15 eV
Strongest force on any atom: 1.0 eV/A
Net charge: +1
E_HOMO (alpha / beta): -10.6419 / -10.5940 eV
HOMO-LUMO gap (alpha / beta): 7.74 / 7.44 eV



Molecular formula: C6H9NS
Method: DFT, wB97M-V/def2-TZVPD

```
17
Properties=species:S:1:pos:R:3:forces:R:3:mulliken_charge:R:1
C 1.6582 -1.2093 0.9495 0.04 0.49 0.66 -1.2581
C 1.2925 0.1272 0.2738 0.64 -1.13 2.26 -0.2005
C 0.1228 0.3217 -0.6259 -1.06 0.71 0.07 0.6655
C -0.7908 1.5812 -0.3693 0.92 -0.80 -1.81 -0.7038
C -0.7514 -0.7664 -1.1068 1.58 0.74 0.62 -1.1383
C -1.4750 -1.5970 -1.5646 0.41 0.30 0.23 0.2534
H 1.2122 -1.2769 1.9666 -0.26 0.14 -0.70 0.3151
H 1.4119 -2.1174 0.4045 0.09 0.13 -0.21 0.3526
H 2.7239 -1.1530 1.2026 -0.02 -0.31 -0.48 0.3509
H 1.6134 0.8818 1.0436 -1.01 -0.04 -1.11 0.3567
H -0.1847 2.3737 0.0321 0.47 0.49 -0.30 0.3976
H -1.2288 1.8599 -1.3655 0.25 -0.02 1.06 0.3246
H -2.3219 0.4791 0.4665 -0.17 0.16 -0.73 0.2841
H -1.3045 1.0685 1.4592 0.51 0.24 1.02 0.2785
H -1.9964 -2.3789 -2.0003 -0.78 -0.81 -0.44 0.5348
N -1.7710 1.3187 0.6166 -1.33 -0.49 0.57 -0.6249
S 1.7896 0.4869 -1.3827 -0.28 0.17 -0.72 -0.1882
```
Positions in Å, forces in eV/Å.

Computed properties:
Relative energy (zero: lowest compared OMol25 entry of this formula, charge and spin): 62.05 kcal/mol
LUMO: 0.81 eV
SMILES: C#C[C@]1(CN)S[C@@H]1C
Strongest force on any atom: 2.6 eV/A
E_HOMO: -8.8727 eV
HOMO-LUMO gap: 9.68 eV



Molecular formula: C37H43ClN8OP2SSi2Ta
Method: DFT, wB97M-V/def2-TZVPD

```
96
Properties=species:S:1:pos:R:3:forces:R:3:mulliken_charge:R:1
Ta 0.7836 1.3451 0.7791 -0.04 -1.25 -0.44 0.7882
C -2.7411 1.0641 3.0831 -0.15 -0.19 0.29 -0.4179
Si -2.5038 2.2058 1.6285 0.19 0.01 0.14 0.4800
C -1.9827 3.8563 2.2886 0.18 0.30 0.06 -1.1877
C -4.1504 2.5466 0.8493 -0.20 -0.10 -0.29 -1.2919
N -1.2963 1.3876 0.5811 0.16 0.68 0.01 0.8553
P -1.3299 1.1105 -1.0705 0.12 0.14 -0.24 2.5944
C 0.3183 0.7599 -1.4444 -0.42 -0.06 1.45 -1.6558
P 0.8089 -0.8094 -0.9844 0.53 0.17 -0.08 0.5610
N 0.9070 -0.7361 0.6855 0.40 -0.38 -0.30 0.6514
Si 1.1125 -2.1854 1.7454 0.12 0.24 -0.07 1.2958
C 2.6739 -2.2016 2.7770 0.20 0.15 0.14 -1.5222
C -0.3693 -2.2524 2.8674 -0.26 -0.02 0.21 -1.2033
C 1.2330 -3.7903 0.7812 -0.07 -0.11 -0.22 -1.3055
C -0.1641 -2.2056 -1.5642 -0.06 -0.11 0.08 1.2934
C -1.2342 -2.6792 -0.8068 0.10 -0.10 0.03 -0.0343
C -1.9891 -3.7485 -1.2597 0.05 -0.03 0.04 -0.8658
C -1.6793 -4.3477 -2.4751 0.04 0.01 -0.02 -0.9948
C -0.6184 -3.8752 -3.2372 -0.04 -0.02 0.00 -0.7150
C 0.1425 -2.8057 -2.7839 -0.08 -0.01 0.01 -1.2660
C 2.4751 -1.0546 -1.6561 0.07 -0.08 -0.12 0.7995
C 2.7691 -0.4998 -2.9048 0.07 0.01 0.09 -0.4078
C 4.0332 -0.6550 -3.4598 -0.02 0.01 0.02 -0.7933
C 5.0116 -1.3661 -2.7744 -0.02 0.04 -0.04 -0.7200
C 4.7291 -1.9158 -1.5313 -0.03 -0.02 0.04 -0.9918
C 3.4681 -1.7579 -0.9729 -0.07 -0.01 -0.11 -0.4277
C -1.8418 2.4471 -2.1855 -0.13 0.07 0.03 0.7232
C -0.8975 3.0675 -3.0010 -0.04 0.01 -0.03 -0.4599
C -1.2811 4.0562 -3.8925 -0.07 0.00 0.01 -0.9265
C -2.6166 4.4339 -3.9806 0.03 -0.02 -0.02 -0.6756
C -3.5712 3.7858 -3.2093 0.02 0.01 0.01 -0.8839
C -3.1869 2.7824 -2.3304 0.02 0.03 -0.01 -0.6397
C -2.6143 -0.1086 -1.4213 -0.05 -0.15 0.10 1.1738
C -2.7626 -0.5305 -2.7439 -0.08 0.03 0.01 -0.8887
C -3.7402 -1.4550 -3.0699 -0.03 0.02 0.02 -0.8340
C -4.5895 -1.9469 -2.0825 -0.01 0.03 0.01 -0.6917
C -4.4458 -1.5311 -0.7665 -0.01 0.07 -0.03 -0.9053
C -3.4465 -0.6237 -0.4332 -0.08 0.04 -0.09 -0.5036
H -2.9871 1.6612 3.9713 0.01 -0.13 -0.13 0.4621
H -1.8310 0.4966 3.2968 -0.12 0.05 -0.04 -0.6181
H -3.5578 0.3474 2.9338 0.16 0.04 0.03 0.3798
H -2.8949 4.4222 2.5145 0.09 -0.08 -0.01 0.4341
H -1.3958 4.4291 1.5676 -0.08 -0.01 0.07 0.2537
H -1.4028 3.7716 3.2090 -0.04 0.06 -0.07 0.3048
H -4.8166 2.8066 1.6816 0.07 -0.03 -0.09 0.4800
H -4.6071 1.7222 0.3002 -0.03 0.04 0.04 0.2948
H -4.0876 3.4188 0.1950 -0.06 -0.04 0.04 0.3482
H 2.5045 -1.8083 3.7822 0.09 -0.05 -0.09 0.3769
H 3.5125 -1.6587 2.3343 -0.03 -0.11 0.03 0.2303
H 2.9855 -3.2449 2.8823 -0.03 0.09 0.03 0.6357
H -0.8317 -1.2673 2.9602 0.00 -0.12 0.01 0.0545
H -0.0739 -2.5908 3.8682 -0.07 0.04 -0.12 0.4165
H -1.1297 -2.9473 2.4970 0.06 0.08 0.02 0.4124
H 1.5884 -3.6945 -0.2457 0.00 -0.06 0.05 0.2557
H 0.2720 -4.3083 0.7384 0.08 0.04 -0.02 0.3461
H 1.9407 -4.4348 1.3122 -0.10 0.03 -0.06 0.6320
H -1.4691 -2.2151 0.1453 0.06 -0.07 -0.06 0.3354
H -2.8169 -4.1169 -0.6633 0.08 0.03 -0.06 0.4858
H -2.2655 -5.1881 -2.8280 0.03 0.04 0.02 0.4372
H -0.3739 -4.3469 -4.1820 -0.02 0.03 0.06 0.4580
H 0.9783 -2.4534 -3.3754 -0.01 -0.01 0.02 0.4541
H 2.0076 0.0749 -3.4203 0.04 -0.01 0.03 0.4563
H 4.2562 -0.2158 -4.4258 -0.02 -0.04 0.07 0.4558
H 5.9972 -1.4871 -3.2077 -0.04 0.01 0.01 0.4294
H 5.4927 -2.4653 -0.9921 -0.05 0.04 -0.03 0.4908
H 3.2752 -2.1703 0.0082 0.00 -0.01 -0.01 0.1133
H 0.1340 2.7420 -2.9515 0.00 0.00 0.01 0.2602
H -0.5403 4.5276 -4.5260 -0.02 0.00 0.02 0.4596
H -2.9159 5.2139 -4.6718 0.02 -0.06 0.05 0.4080
H -4.6173 4.0525 -3.2998 0.05 -0.03 -0.01 0.4586
H -3.9453 2.2406 -1.7819 0.01 0.05 0.03 0.6252
H -2.1154 -0.1259 -3.5156 -0.03 -0.02 0.02 0.4916
H -3.8531 -1.7835 -4.0956 0.02 0.00 0.03 0.4776
H -5.3634 -2.6603 -2.3426 0.04 0.05 0.01 0.4402
H -5.1091 -1.9135 0.0004 0.04 0.01 -0.02 0.4484
H -3.3112 -0.3266 0.5998 0.01 -0.01 -0.02 0.1610
N 1.5795 0.8035 5.5583 0.08 0.05 0.13 0.0225
C 0.6838 0.5596 4.6003 -0.17 -0.16 0.01 -0.6806
N 1.2983 0.5121 3.4386 -0.21 -0.12 -0.37 0.5505
C 2.5958 0.7612 3.7636 0.19 0.09 -0.10 0.5023
N 2.8167 0.9375 5.0409 -0.32 -0.04 0.09 -0.7920
C 3.6528 0.8415 2.7592 -0.15 -0.07 0.13 -0.5445
C 4.9931 0.8190 3.1118 0.34 -0.02 -0.10 -0.6854
N 5.9528 0.8149 2.1933 -0.15 0.02 -0.02 -0.6052
C 5.5610 0.8496 0.9201 0.18 -0.04 0.23 -0.6115
C 4.2258 0.9133 0.5651 -0.11 -0.02 -0.05 -0.4938
N 3.2671 0.9002 1.4913 -0.36 0.19 -0.32 0.8255
H 1.4354 0.9049 6.5481 -0.03 0.00 0.08 0.2028
H -0.3749 0.4244 4.7792 0.20 0.03 0.03 0.5896
H 5.2815 0.7927 4.1554 0.01 -0.01 -0.03 0.5145
H 6.3336 0.8337 0.1591 -0.06 0.02 0.05 0.4271
H 3.9191 1.0019 -0.4673 0.05 -0.04 0.06 0.6393
Cl 1.0997 3.0541 2.3582 -0.20 0.54 0.30 -0.4127
O 0.0228 3.6806 -0.2807 0.13 0.34 -0.21 -0.2847
S 1.4388 3.7776 -0.7024 0.07 -0.09 -0.05 0.0927
N 2.1718 2.5472 -0.2896 -0.07 0.09 -0.44 -0.3089
```
Positions in Å, forces in eV/Å.

Computed properties:
Relative energy (zero: lowest compared OMol25 entry of this formula, charge and spin): 53.10 kcal/mol
LUMO: -3.45 eV
Strongest force on any atom: 1.5 eV/A
Net charge: +1
E_HOMO: -10.8781 eV
HOMO-LUMO gap: 7.43 eV



> The highest strongest force on any atom belongs to which entry?

C30H44BrN3OsP2